Density functional theory data (ωB97M-V with the def2-TZVPD basis set) for a single C21H21N5O6S2 molecule.

XYZ file:
```
55
Properties=species:S:1:pos:R:3:forces:R:3
H 1.269 3.366 0.805 0.0446 0.0064 0.0713
C 0.120 2.750 -0.890 -0.1902 0.5069 0.0257
C -3.262 0.347 -0.372 0.1020 -0.4512 -0.5713
H 0.401 5.702 0.768 0.0150 0.0075 0.0132
C 0.656 1.398 -0.851 0.1312 -0.8080 -0.8386
N 2.307 -0.932 1.204 0.3503 -0.1043 0.5743
C 0.074 4.969 0.046 -0.2145 0.3409 -0.1201
C 3.387 -0.181 1.854 0.2776 0.0786 0.2513
C -0.851 5.339 -0.925 0.4690 -1.2979 0.0328
H 6.559 -0.468 0.469 0.1294 0.0554 -0.1669
H -3.344 -2.337 0.261 0.1962 0.0914 -0.0565
C -1.672 -4.068 0.876 0.1308 -0.4065 0.3015
S -3.087 -0.372 -2.043 -0.0286 0.0055 -0.0628
O -2.748 -4.530 0.578 -0.1073 -0.1155 -0.0707
C -2.375 -1.911 -0.025 -0.0515 0.0681 0.3086
H -0.761 -5.882 1.518 -0.0824 0.1047 0.0053
O -2.173 6.972 -1.794 -0.1689 0.1067 -0.1634
H -1.219 -1.852 -1.867 0.0405 0.0684 0.0234
H -2.032 4.737 -2.601 -0.0236 0.0013 -0.0199
N -1.353 6.687 -0.946 -0.2198 0.5671 0.0092
N 1.230 0.941 0.301 0.2205 0.0734 0.7420
C 5.735 -0.588 1.152 0.1067 0.0096 -0.0107
C -0.821 3.131 -1.851 0.2185 -0.0241 0.2243
H -0.745 -4.574 2.703 -0.0073 -0.0055 -0.0286
H -1.192 2.406 -2.559 -0.0234 -0.0143 -0.0677
H 3.671 -0.739 2.747 -0.0646 0.1544 -0.0969
H -2.754 -2.759 -2.008 -0.0999 -0.0022 -0.0980
N -1.361 -2.755 0.592 -0.2835 -0.1128 -0.1907
H 1.005 -4.772 0.192 0.0257 -0.0356 -0.0034
C -2.277 -0.456 0.447 0.2106 -0.1800 0.2931
N -0.177 -2.172 0.866 0.6471 0.1790 0.4694
H 1.563 -4.758 1.870 -0.0487 0.0347 -0.1156
H -4.293 0.188 -0.072 -0.1197 -0.0142 -0.0247
H -2.486 -0.391 1.516 0.0326 0.0455 -0.0055
C -2.253 -1.918 -1.542 -0.4502 0.5940 -0.0943
C 1.630 -0.272 0.210 -0.4909 -0.1994 -1.4781
O -0.928 7.460 -0.112 0.0530 0.1963 0.1410
S 1.397 -0.983 -1.399 0.2841 0.7616 0.4564
C -1.305 4.422 -1.868 -0.0596 0.4078 0.0613
H -1.265 -0.092 0.279 -0.0321 0.0290 0.0499
H 2.983 0.797 2.128 0.0226 -0.1422 0.0350
C 0.841 -2.890 1.145 -0.5424 -0.6536 0.1305
C 0.553 3.678 0.062 -0.0981 -0.1675 -0.1982
C -0.602 -4.812 1.644 0.0515 -0.0498 -0.1068
C 0.791 -4.387 1.195 -0.1115 0.0207 0.0611
C 0.656 0.490 -1.876 0.1132 0.1324 0.3235
C 4.560 -0.031 0.932 -0.2229 0.0227 0.0413
H 5.919 -1.186 2.028 -0.0116 -0.1322 0.2123
O -4.374 -0.645 -2.608 -0.3944 -0.2567 0.1606
H 4.379 0.560 0.044 0.0791 0.0729 -0.1476
H -3.030 1.406 -0.412 0.0059 0.0998 -0.1402
O -2.180 0.420 -2.834 0.2943 0.0805 0.0531
O 2.881 -2.818 2.306 -0.0654 -0.1534 -0.0424
H 0.247 0.597 -2.859 -0.1200 0.0633 -0.1969
C 2.106 -2.232 1.578 0.0812 0.3402 0.0450
```
Positions in Å, forces in eV/Å.

## Properties
Gap between HOMO and LUMO = 8.00 eV
Strongest force on any atom = 1.570 eV Å⁻¹
E_HOMO = -8.7 eV
Spin multiplicity = 1
Lowest unoccupied orbital energy = -0.02641 hartree
SMILES = C=CCN(C(=O)C1=NN([C@H]2CCS(=O)(=O)C2)C(=O)CC1)c1nc(-c2ccc([N+](=O)[O-])cc2)cs1
Charge = 0
E_tot = -2334.334605 a.u.


Density functional theory data (ωB97M-V with the def2-TZVPD basis set) for a molecular structure, C40H51N8O3P2ReTe.

XYZ file:
```
106
Properties=species:S:1:pos:R:3:forces:R:3
H -0.343 -6.287 5.234 0.0156 0.0061 0.0035
C -0.292 2.180 -3.191 0.0654 -0.1547 -0.0006
N -1.394 -3.650 -2.586 0.0954 -0.6743 0.1871
H 5.005 1.703 -3.537 0.0233 0.0066 0.0228
H -3.429 -3.729 0.560 0.0242 -0.0136 0.0397
H -1.461 -8.034 1.029 0.0532 0.0104 -0.0100
N -0.563 -1.715 1.411 0.5402 -0.3179 0.4005
C 4.358 0.835 4.298 -0.0562 -0.0145 0.0130
H -3.982 -2.813 5.386 -0.0025 -0.0214 -0.0099
H 4.766 -3.262 5.277 -0.0068 0.0126 -0.0400
H 1.727 -3.125 5.961 0.0053 0.0235 0.0075
N 2.565 0.000 3.000 -0.1391 -0.1895 -0.1708
H -2.356 -0.036 -3.096 -0.0264 -0.0058 0.0099
C 4.965 -3.915 3.244 0.0653 -0.0179 -0.0055
H -0.624 -3.914 0.269 -0.0207 -0.0280 -0.0079
H -2.860 1.915 0.672 -0.0115 -0.0066 0.0410
H -4.906 -5.159 1.920 -0.0146 0.0208 0.0179
N -0.438 -1.685 -1.533 -0.4634 -0.4545 -0.3063
C -2.974 -2.261 3.578 -0.0169 0.0650 -0.0078
H 6.326 0.567 3.477 -0.0273 -0.0140 0.0002
H -0.860 0.619 3.688 -0.0009 0.0387 0.0139
O -2.403 -0.918 0.521 1.2550 0.6877 -0.3843
H 3.039 -1.960 6.115 0.0005 -0.0242 -0.0020
H -0.742 -7.751 3.368 -0.0234 0.0089 -0.0141
C 2.495 1.054 -1.450 0.1087 0.0523 0.2132
P -1.046 1.430 -1.706 -0.2886 -0.5204 0.6146
C 0.137 -5.532 4.613 0.0224 0.0038 -0.2059
H 1.372 2.153 -0.234 -0.0481 -0.0822 -0.0815
H -5.187 -4.705 4.342 0.0113 -0.0082 -0.0076
C 4.318 -4.011 2.022 0.0113 -0.0394 -0.0249
C -1.888 -1.700 1.373 -0.2242 -0.1735 0.1692
N -3.109 -4.270 -4.255 0.0359 -0.0013 0.0318
C 3.421 -0.365 2.026 0.1813 0.0209 -0.1049
C -1.066 -5.993 0.490 0.0175 -0.0571 0.0452
H 3.319 -0.556 -3.859 -0.0629 0.0121 -0.0006
H 3.105 -3.650 -0.296 -0.0029 0.0130 0.0483
H 6.387 -5.249 4.133 0.0104 -0.0104 -0.0237
C 2.959 -2.925 4.196 -0.0686 0.1296 -0.0151
H 2.955 -0.791 1.149 -0.0276 -0.0365 0.0518
H 5.445 -0.503 1.396 -0.0398 0.0072 0.0055
H -0.989 2.887 -3.643 0.0295 0.0021 -0.0246
C 2.324 -3.062 2.945 0.1186 -0.0229 0.0859
H 4.396 2.845 -2.345 0.0332 -0.0286 0.0032
C 4.102 2.073 -3.058 -0.0767 -0.0139 0.0733
C -0.288 -5.670 3.170 -0.0057 0.1244 0.0790
C -2.600 0.757 -2.387 0.0788 0.0616 -0.1163
H 1.898 -4.719 0.391 -0.0088 0.0117 0.0028
H 7.016 -3.637 3.835 0.0055 -0.0085 -0.0251
C -0.713 -6.907 2.688 0.0167 0.0275 0.0271
H -2.508 3.321 -1.289 0.0541 0.1035 -0.0297
H -2.398 0.637 2.795 -0.0032 0.0204 0.0005
H 1.220 -5.651 4.712 -0.0057 0.0128 0.0061
H 4.686 1.322 5.205 -0.0227 0.0071 -0.0084
C 3.000 -3.599 1.847 -0.1195 0.0414 -0.0670
C -0.272 -4.593 2.279 -0.0488 -0.1504 0.0994
C 6.372 -4.417 3.426 -0.0797 0.0657 0.0303
C -0.647 -4.756 0.950 -0.0121 0.0687 0.0220
H -0.852 3.687 -0.825 0.0272 -0.0110 0.0181
C 0.524 2.898 1.901 0.1178 -0.1504 0.1675
Te 0.252 -2.660 2.999 -0.4370 -0.4275 -0.4194
O 2.233 -2.259 -1.960 0.0996 0.0002 0.0065
C -1.629 2.916 -0.782 -0.0584 0.0579 -0.0692
C 4.779 -0.174 2.183 -0.0736 -0.0691 -0.1045
H 1.503 2.513 2.190 -0.0232 0.0047 0.0065
H -2.476 -1.413 4.033 0.0612 -0.0477 0.0271
H 4.842 -4.435 1.171 -0.0108 0.0227 0.0234
H 2.513 3.084 -1.179 0.0307 -0.0073 0.0116
C -0.952 -2.587 -2.082 -0.2025 0.1150 -0.2088
H -3.172 0.310 -1.574 -0.0320 0.0184 -0.0086
C -3.529 -3.553 1.624 0.0514 -0.0195 -0.0641
C 3.544 -0.417 -2.801 0.0023 0.0805 0.0288
C 4.274 -3.354 4.313 -0.0169 0.0076 0.0414
O 1.290 -0.277 2.861 0.1674 0.3414 0.2016
C -1.970 2.549 0.660 0.0222 0.0911 -0.0354
H 1.600 -2.980 0.315 -0.0038 -0.0264 -0.0368
C -1.494 1.205 3.023 0.2162 -0.2011 0.0667
C -2.311 -3.935 -3.486 0.1164 0.4717 0.0737
N 1.913 -0.100 -1.109 -0.9561 0.0019 0.3810
C 3.009 0.617 4.108 0.1775 0.1001 0.1859
C -2.803 -2.527 2.224 -0.0406 0.0735 -0.0566
C 2.485 -1.090 -1.925 0.0172 0.2527 -0.0849
N 2.177 2.198 -0.846 0.1205 0.0964 -0.0300
C -1.106 -7.068 1.369 -0.0309 0.0197 -0.0040
H -1.777 2.138 3.512 -0.0146 -0.0058 0.0011
H 3.462 2.516 -3.824 -0.0132 -0.0068 -0.0052
N 3.451 0.969 -2.381 0.0799 -0.1025 -0.1381
H 0.649 3.561 1.042 0.0006 0.0453 0.0662
C 2.289 -2.353 5.429 -0.0295 -0.1125 -0.1614
H -0.073 1.389 -3.911 0.0095 0.0313 -0.0145
Re -0.265 -0.183 -0.164 0.2386 0.5275 -0.1781
H 0.634 2.697 -2.939 -0.0305 0.0297 -0.0375
H -1.370 -6.106 -0.543 0.0222 0.0246 0.0019
H -0.132 -4.553 5.018 -0.0377 -0.0290 0.0736
H 1.592 -1.551 5.187 0.0339 0.0525 0.0382
H -3.192 1.523 -2.890 0.0033 -0.0171 -0.0042
C -3.837 -3.041 4.338 0.0241 -0.0112 0.0184
C -4.365 -4.348 2.390 -0.0233 0.0301 0.0243
C -4.519 -4.095 3.749 0.0328 0.0061 -0.0417
H 0.115 3.486 2.724 0.0111 0.0184 -0.0272
H -2.183 3.438 1.259 -0.0446 0.0154 -0.0126
P -0.637 1.547 1.447 -0.6079 0.1852 -0.5735
H 4.528 -0.838 -2.592 0.0132 -0.0153 -0.0208
C 2.364 -3.738 0.495 0.0424 -0.0674 0.1635
H 6.794 -4.762 2.484 0.0162 0.0035 0.0105
H 2.245 0.907 4.813 -0.0431 -0.0595 -0.0199
C 5.264 0.416 3.336 0.0511 0.0864 0.0479
```
Positions in Å, forces in eV/Å.

## Properties
Gap between HOMO and LUMO (spin up / spin down) = 6.48 / 6.15 eV
Strongest force on any atom = 1.482 eV Å⁻¹
E_HOMO (spin up / spin down) = -9.1 / -8.9 eV
Spin multiplicity = 2
Lowest unoccupied orbital energy (spin up / spin down) = -0.09793 / -0.10007 hartree
ΔE to the lowest compared entry with this formula, charge and spin = 96.4 kJ/mol
Charge = +1
E_tot = -3247.398577 a.u.